[1]
119
Properties=species:S:1:pos:R:3 method="wB97M-V/def2-TZVPD" total_charge=+1 multiplicity=6 gap_ev="6.4 / 5.9" de_lowest_kcal_mol=0.00
Ru 0.0560 0.1212 -0.0482
C 1.9621 -0.7963 5.3289
N 0.9133 -0.4188 4.3903
C -0.4415 -0.2863 4.9034
C 1.1450 -0.2414 3.0704
N 0.2087 -0.1218 2.1858
N 2.4816 -0.1772 2.7216
C 3.0850 0.0188 1.4892
N 4.4482 0.0523 1.5754
N 2.4335 0.1222 0.3946
H 1.4985 -1.1709 6.2359
H 2.5912 0.0575 5.6012
H 2.5702 -1.6119 4.9327
H -0.3902 -0.0486 5.9628
H -1.0226 -1.2044 4.7803
H -0.9632 0.5365 4.4137
H -0.7173 -0.2536 2.5728
H 3.1206 -0.3036 3.4846
H 4.9228 0.1265 2.4574
H 4.9755 0.3225 0.7653
H 3.0199 0.2572 -0.4194
C -0.3512 -0.3349 -4.3707
C 0.2318 0.8283 -4.8543
C 0.7446 1.7635 -3.9749
C 0.6946 1.5448 -2.5959
C 0.1115 0.3637 -2.0862
C -0.4096 -0.5559 -3.0001
C 1.1779 2.5409 -1.6337
C 1.9248 3.6738 -2.0220
C 2.2925 4.6026 -1.0986
C 1.9038 4.4373 0.2467
C 2.2075 5.3836 1.2428
C 1.8027 5.1920 2.5362
C 1.0580 4.0490 2.8668
C 0.7395 3.1166 1.9140
C 1.1712 3.2656 0.5806
N 0.8629 2.3320 -0.3588
H -0.7573 -1.0659 -5.0598
H 0.2784 1.0092 -5.9204
H 1.1588 2.6835 -4.3684
H -0.8855 -1.4628 -2.6437
H 2.2186 3.7900 -3.0549
H 2.8676 5.4760 -1.3804
H 2.7560 6.2759 0.9648
H 2.0304 5.9297 3.2939
H 0.7114 3.9159 3.8844
H 0.1112 2.2748 2.1478
Se -7.2346 1.6839 -0.7900
P -5.5791 2.9744 -0.4457
C -5.8450 4.0305 1.0017
C -5.1936 3.7606 2.2007
C -5.4468 4.5464 3.3139
C -6.3431 5.6021 3.2322
C -7.0072 5.8591 2.0410
C -6.7701 5.0680 0.9283
C -5.2720 4.0017 -1.9113
C -4.9947 5.3610 -1.8561
C -4.7229 6.0508 -3.0292
C -4.7080 5.3865 -4.2453
C -4.9602 4.0216 -4.2948
C -5.2496 3.3296 -3.1311
C -3.9347 2.2894 -0.1491
C -3.2602 1.0831 0.0502
N -1.9396 1.4090 0.1375
N -1.8270 2.7229 0.0345
N -2.9965 3.2656 -0.1351
P -3.7430 -0.6258 0.2557
Se -1.9988 -1.8567 0.0440
C -4.4507 -0.7827 1.9217
C -3.8723 -1.6529 2.8422
C -4.3659 -1.7128 4.1370
C -5.4348 -0.9110 4.5117
C -6.0183 -0.0517 3.5904
C -5.5271 0.0178 2.2971
C -4.9599 -1.0120 -1.0103
C -4.6603 -0.6198 -2.3126
C -5.5526 -0.9094 -3.3292
C -6.7281 -1.5932 -3.0452
C -7.0017 -2.0137 -1.7523
C -6.1149 -1.7278 -0.7275
H -4.4915 2.9387 2.2655
H -4.9341 4.3385 4.2446
H -6.5340 6.2188 4.1009
H -7.7127 6.6774 1.9782
H -7.3099 5.2398 0.0049
H -4.9783 5.8747 -0.9042
H -4.5094 7.1113 -2.9879
H -4.5078 5.9329 -5.1580
H -4.9331 3.4938 -5.2397
H -5.4756 2.2708 -3.1622
H -3.0467 -2.2836 2.5365
H -3.9224 -2.3935 4.8529
H -5.8188 -0.9597 5.5227
H -6.8622 0.5638 3.8743
H -5.9926 0.6768 1.5728
H -3.7397 -0.0838 -2.5204
H -5.3367 -0.6000 -4.3440
H -7.4365 -1.7975 -3.8374
H -7.9140 -2.5551 -1.5400
H -6.3256 -2.0359 0.2891
O 0.5339 -6.8166 4.3300
C 1.8323 -6.5943 3.8457
N 1.8555 -5.9766 2.5364
C 1.6455 -4.6435 2.3973
O 1.5112 -3.9035 3.3633
C 1.5991 -4.1106 1.0078
C 2.1088 -4.7314 -0.1334
C 2.0422 -4.0473 -1.3320
C 1.4877 -2.7778 -1.3776
N 0.9623 -2.1905 -0.2986
C 1.0225 -2.8589 0.8477
H 0.1361 -5.9643 4.5385
H 2.3080 -7.5685 3.7734
H 2.4023 -5.9509 4.5166
H 1.6842 -6.5712 1.7426
H 2.5694 -5.7098 -0.0891
H 2.4350 -4.4886 -2.2379
H 1.4568 -2.2118 -2.2995
H 0.5852 -2.4011 1.7196

***

[2]
14
Properties=species:S:1:pos:R:3 method="wB97M-V/def2-TZVPD" smiles=Cn1cccc1O total_charge=0 gap_ev=8.6 de_lowest_kcal_mol=15.29
C 1.5895 0.7553 0.6973
N 0.4539 0.2031 -0.0072
C 0.2968 0.0936 -1.3721
C -0.9430 -0.4314 -1.6205
C -1.5836 -0.6455 -0.3632
C -0.6841 -0.2480 0.5944
O -0.7270 -0.2049 1.9568
H 2.1219 -0.0142 1.2648
H 1.2623 1.5349 1.3903
H 2.2701 1.1951 -0.0342
H 1.0919 0.3968 -2.0394
H -1.3604 -0.6342 -2.5981
H -2.5843 -1.0185 -0.1887
H -1.1597 -1.0058 2.2727

***

[3]
37
Properties=species:S:1:pos:R:3 method="wB97M-V/def2-TZVPD" smiles="CCOCCOC[C@H]1OC(=O)O[C@H]1CCC(F)=C(F)F" total_charge=0 gap_ev=9.2
C -0.5513 5.3455 0.8002
C -1.7016 4.4654 0.3351
O -1.1898 3.1786 0.0506
C -2.0254 2.4309 -0.8147
C -1.5329 1.0006 -0.8546
O -2.2485 0.2132 0.0817
C -2.1188 -1.1789 -0.1015
C -1.0951 -1.7155 0.8790
O -1.2139 -3.0801 1.3097
C -0.1520 -3.1870 2.1766
O -0.0870 -3.9439 3.0822
O 0.8187 -2.2897 1.8346
C 0.3910 -1.6905 0.5728
C 0.8639 -2.6363 -0.5354
C 2.1993 -2.1714 -1.1615
C 3.4146 -2.7120 -0.4538
F 3.2457 -3.6747 0.4764
C 4.6683 -2.3361 -0.7553
F 5.0526 -1.0728 -0.7704
F 5.6505 -3.1163 -1.1476
H -0.9213 6.2264 1.3227
H 0.0672 4.7550 1.4775
H 0.0608 5.6325 -0.0550
H -2.2053 4.9032 -0.5351
H -2.4450 4.4048 1.1417
H -1.9684 2.8613 -1.8231
H -3.0647 2.4752 -0.4715
H -0.4590 1.0210 -0.6308
H -1.6725 0.6105 -1.8700
H -1.9032 -1.4357 -1.1438
H -3.0827 -1.6213 0.1635
H -1.1916 -1.0952 1.7785
H 0.7353 -0.6690 0.4217
H 0.1302 -2.7156 -1.3399
H 1.0339 -3.6295 -0.1274
H 2.2395 -1.0784 -1.1066
H 2.2587 -2.4741 -2.2066

***

[4]
96
Properties=species:S:1:pos:R:3 method="wB97M-V/def2-TZVPD" total_charge=+3 gap_ev=7.2 de_lowest_kcal_mol=70.93
Ta 0.3627 0.1678 -0.0989
C 3.2241 0.9073 -2.3774
N 2.0356 0.0627 -2.4783
C 1.1484 0.5243 -3.5454
C -0.0541 -0.3671 -3.6812
C -0.6553 -0.5765 -4.9136
C -1.7629 -1.4068 -4.9941
C -2.2276 -2.0197 -3.8404
C -1.5609 -1.7638 -2.6564
N -0.5039 -0.9559 -2.5728
C 2.4850 -1.3006 -2.7655
C 2.8701 -2.0407 -1.5302
C 3.8966 -2.9730 -1.5483
C 4.1482 -3.7287 -0.4148
C 3.3631 -3.5169 0.7088
C 2.3712 -2.5587 0.6447
N 2.1249 -1.8316 -0.4483
C 2.9662 2.2580 -1.7915
C 3.7751 3.3418 -2.1091
C 3.5412 4.5593 -1.4938
C 2.4882 4.6592 -0.5933
C 1.7324 3.5317 -0.3403
N 1.9742 2.3505 -0.9179
H 3.7030 1.0205 -3.3572
H 3.9395 0.3946 -1.7266
H 1.6777 0.5626 -4.5058
H 0.8189 1.5379 -3.3019
H -0.2541 -0.1072 -5.8025
H -2.2447 -1.5844 -5.9460
H -3.0806 -2.6826 -3.8554
H -1.8583 -2.2392 -1.7308
H 3.3167 -1.3033 -3.4777
H 1.6643 -1.8516 -3.2235
H 4.4814 -3.1156 -2.4467
H 4.9401 -4.4653 -0.4109
H 3.5167 -4.0760 1.6204
H 1.7427 -2.3696 1.5031
H 4.5839 3.2304 -2.8190
H 4.1675 5.4138 -1.7107
H 2.2647 5.5916 -0.0946
H 0.8814 3.5638 0.3307
N -0.3982 2.1667 4.0065
C 0.0601 1.6432 2.8755
O -0.7057 1.1565 2.0279
C 1.5408 1.6765 2.6207
C 1.9241 0.6568 1.5628
H -1.3903 2.1867 4.1879
H 0.2137 2.5787 4.6907
H 2.0822 1.4964 3.5524
H 1.7909 2.6882 2.2895
H 2.0257 -0.3245 2.0441
H 2.8944 0.9157 1.1380
C -3.8177 2.7508 -3.0375
Si -2.2394 3.6937 -2.7266
C -0.9802 3.6674 -4.1090
C -2.1105 5.1104 -1.5238
Se -1.0927 1.7531 -1.0775
H -4.6484 3.4454 -3.1848
H -4.0639 2.1028 -2.1961
H -3.7318 2.1369 -3.9342
H -1.2176 4.4528 -4.8327
H -0.9944 2.7156 -4.6410
H 0.0287 3.8575 -3.7398
H -2.7729 5.9272 -1.8217
H -1.0918 5.4984 -1.4988
H -2.3890 4.7989 -0.5167
O -0.7091 -1.5387 0.7251
S -1.3583 -2.9447 0.7022
C -1.1553 -3.7340 2.3650
C -0.1056 -3.1657 3.2676
C 1.1018 -3.8389 3.4388
C 2.0532 -3.3678 4.3300
C 1.7847 -2.2391 5.0889
C 0.5743 -1.5766 4.9358
C -0.3627 -2.0178 4.0127
C -3.1753 -2.6021 0.7467
C -3.6239 -1.7771 1.9099
C -3.4893 -0.3925 1.8734
C -3.9101 0.3767 2.9471
C -4.4428 -0.2296 4.0760
C -4.5878 -1.6095 4.1166
C -4.1869 -2.3791 3.0364
H -0.9203 -4.7679 2.1118
H -2.1278 -3.6766 2.8450
H 1.2832 -4.7599 2.8956
H 2.9835 -3.9042 4.4615
H 2.5028 -1.8982 5.8232
H 0.3426 -0.7363 5.5729
H -1.3095 -1.4996 3.9049
H -3.6295 -3.5950 0.7352
H -3.3793 -2.1004 -0.1995
H -3.0758 0.0916 0.9967
H -3.8405 1.4548 2.8824
H -4.7706 0.3703 4.9147
H -5.0317 -2.0863 4.9797
H -4.3539 -3.4503 3.0609